No. 1
Density functional theory data (ωB97M-V/def2-TZVPD) for a 8-piece molecular cluster, C58H126N6O8 overall at a distorted geometry.

Each line ends with the Mulliken charge.
Cartesian coordinates (Å):
C -2.2554 3.7369 -2.7864  -1.77
C -2.3895 2.2555 -2.4987  2.00
C -3.0277 2.1503 -1.0931  -1.52
C -3.3658 1.5949 -3.4650  -1.49
C -2.7685 1.3357 -4.8877  -0.93
C -1.6035 0.3663 -4.6837  -0.78
C -0.5493 0.9764 -3.8056  1.34
C 0.6104 -0.0706 -3.5014  -1.32
C 0.1927 2.0501 -4.5833  -1.16
N -1.2443 1.4217 -2.5309  0.12
O -0.2206 1.8985 -1.6015  1.74
H -3.1560 4.2028 -2.5221  0.60
H -1.4900 4.1176 -2.1285  -0.17
H -2.0177 3.9841 -3.7970  0.44
H -2.8995 1.1217 -0.8161  0.14
H -2.4625 2.7836 -0.3966  -0.94
H -4.0714 2.3557 -1.1419  1.28
H -3.8320 0.6889 -3.0446  0.32
H -4.1428 2.3538 -3.6663  0.46
H -3.5339 0.9603 -5.5772  0.45
H -2.4968 2.3230 -5.2020  0.41
H -1.2145 0.0766 -5.6611  0.45
H -2.1082 -0.5745 -4.2994  -0.17
H 0.9642 -0.2479 -4.5381  0.56
H 0.2785 -0.9872 -2.9831  0.13
H 1.3839 0.4760 -2.9692  -0.20
H 0.7111 1.6870 -5.4401  0.63
H 1.0709 2.4920 -4.0306  -0.10
H -0.4101 2.9945 -4.8474  0.18
H 0.2021 2.7193 -1.9476  -0.45
C -1.7997 4.5532 2.0603  -1.71
C -3.2092 4.1367 2.5515  1.74
C -3.3762 4.9563 3.8081  -1.92
C -4.2827 4.4859 1.5830  -1.13
C -5.6928 3.8969 1.8669  -0.97
C -5.4998 2.3685 1.8478  -0.96
C -4.4699 1.9151 2.9241  1.68
C -5.0191 2.1047 4.3586  -1.77
C -4.2266 0.4469 2.5843  -2.58
N -3.2720 2.7050 2.7520  1.49
O -2.2902 2.2319 3.6380  -0.50
H -0.9436 4.3696 2.7200  0.27
H -1.5589 4.1043 1.1220  -0.39
H -1.8249 5.6483 1.8947  0.76
H -2.9538 5.9576 3.6168  0.51
H -4.4280 5.1564 4.1492  0.30
H -2.9240 4.4908 4.6878  0.26
H -4.2966 5.5785 1.4581  0.47
H -4.0202 4.1180 0.6099  -0.05
H -6.1379 4.3299 2.7206  0.53
H -6.4197 4.1932 1.0459  0.42
H -5.0660 2.2409 0.8680  0.08
H -6.4251 1.7679 2.0131  0.52
H -5.4492 3.1050 4.4685  0.31
H -4.1868 2.0099 5.0701  0.26
H -5.9064 1.4363 4.5389  0.41
H -3.5063 -0.1170 3.1493  0.46
H -3.8956 0.2888 1.5605  0.01
H -5.1784 0.0035 2.6541  0.89
H -1.7478 1.6838 3.0084  -0.12
C 3.2101 3.0554 -2.1353  -1.89
C 2.9665 4.3076 -1.1808  2.05
C 2.6344 3.7952 0.2186  -2.34
C 4.2793 5.1094 -1.1293  -1.41
C 4.1208 6.4435 -0.4356  -0.61
C 3.0827 7.2238 -1.1623  -1.53
C 1.7196 6.5018 -1.2257  2.23
C 1.1222 6.4597 0.1624  -1.74
C 0.7878 7.3255 -2.1318  -2.00
N 2.0397 5.2021 -1.8143  -0.28
O 0.8872 4.4518 -2.0576  -0.20
H 4.1930 2.6950 -1.8820  0.82
H 2.5666 2.1815 -1.9300  -0.08
H 3.3861 3.3008 -3.2084  0.32
H 1.5912 3.5252 0.4005  0.37
H 3.2437 2.9010 0.3425  0.51
H 2.7907 4.5384 0.9918  0.36
H 5.0115 4.5463 -0.6557  0.66
H 4.5940 5.3527 -2.1567  0.40
H 3.8054 6.3559 0.6255  0.33
H 5.0485 7.0371 -0.4253  0.38
H 3.4822 7.5015 -2.1403  0.36
H 2.8261 8.1012 -0.5573  0.46
H 1.7897 6.1336 0.9766  0.26
H 0.2366 5.8509 0.0972  0.06
H 0.7142 7.4513 0.4442  0.57
H -0.2546 7.0690 -1.9643  0.36
H 1.0122 7.1135 -3.2280  0.36
H 0.9079 8.4302 -1.9732  0.44
H 0.3473 4.8461 -2.7602  0.24
C -2.6038 -4.1264 5.2155  -1.71
C -2.2012 -3.4296 3.9307  1.43
C -3.4765 -3.1198 3.1312  -1.99
C -1.5782 -2.0039 4.4089  -0.07
C -0.1929 -2.1902 5.0601  -1.11
C 0.7037 -2.8610 4.0230  -1.13
C 0.1612 -4.2150 3.5582  1.81
C 0.9720 -4.6162 2.3254  -1.80
C 0.2947 -5.3735 4.6563  -1.79
N -1.2037 -3.9999 3.0049  1.19
O -1.6751 -5.2610 2.5751  -0.62
H -3.3194 -4.9634 5.0039  0.37
H -1.7628 -4.5560 5.7573  0.30
H -3.1710 -3.4163 5.8464  0.40
H -3.2467 -2.9235 2.0901  0.25
H -4.1688 -3.9471 3.1407  0.41
H -4.0314 -2.2641 3.5263  0.52
H -1.4319 -1.2983 3.5290  -0.94
H -2.2495 -1.5847 5.1550  0.81
H 0.2154 -1.2108 5.3342  0.24
H -0.2947 -2.8215 5.9122  0.52
H 1.6999 -3.0440 4.4964  0.53
H 0.9841 -2.1263 3.3027  0.17
H 1.0371 -5.6473 2.2173  0.61
H 2.0226 -4.2753 2.4262  0.43
H 0.5818 -4.1791 1.3948  -0.20
H 0.2232 -4.9843 5.6562  0.41
H 1.3246 -5.8243 4.5554  0.39
H -0.5695 -6.0649 4.5488  0.34
H -1.9618 -5.0776 1.6682  0.26
C -3.5554 -6.5827 -3.1783  -1.78
C -2.4316 -5.7468 -3.6700  1.99
C -2.5168 -5.6998 -5.1621  -2.06
C -2.6430 -4.2960 -3.1917  -1.39
C -2.5955 -4.1247 -1.6935  -1.01
C -1.2008 -4.5461 -1.2728  1.20
C -0.7777 -5.9468 -1.7284  2.08
C 0.7564 -6.0805 -1.5292  -1.95
C -1.3608 -7.0425 -0.8034  -1.71
N -1.0782 -6.1749 -3.1659  0.08
O -0.7475 -7.4509 -3.5445  -0.47
H -3.3618 -6.8546 -2.1465  0.42
H -4.5175 -6.1588 -3.2857  0.32
H -3.4926 -7.4928 -3.7403  0.48
H -1.8284 -4.9482 -5.5345  0.38
H -2.2582 -6.6235 -5.6163  0.46
H -3.4742 -5.3290 -5.4587  0.42
H -1.8329 -3.6394 -3.5670  0.26
H -3.6601 -3.9093 -3.5175  0.44
H -2.6585 -3.0789 -1.4395  0.48
H -3.3480 -4.6326 -1.1088  0.45
H -1.1617 -4.4967 -0.1624  -1.49
H -0.4582 -3.8026 -1.5956  -0.10
H 1.2117 -7.0577 -1.7295  0.47
H 1.0167 -5.8228 -0.5235  0.19
H 1.2535 -5.3310 -2.1794  0.37
H -0.8169 -7.0560 0.1205  0.38
H -1.2467 -8.0529 -1.2142  0.28
H -2.3982 -6.7284 -0.5714  0.48
H -1.3888 -8.1136 -3.2247  0.37
C 8.2081 -1.6741 -0.9492  -2.18
C 6.7649 -1.3042 -1.0857  2.26
C 6.3477 -0.4776 0.1711  -1.63
C 6.5538 -0.5259 -2.3496  -1.63
C 5.1478 -0.2577 -2.8119  0.24
C 4.4093 -1.5683 -2.7946  -0.91
C 4.5242 -2.4102 -1.5628  2.14
C 3.6756 -1.8181 -0.4228  -1.45
C 3.9318 -3.7701 -1.9172  -2.20
N 5.9688 -2.5668 -1.3043  0.05
O 6.0695 -3.4677 -0.1786  -0.48
H 8.3404 -2.2401 -0.0041  0.46
H 8.4718 -2.2870 -1.8313  0.43
H 8.8023 -0.7703 -0.9602  0.48
H 7.2229 -0.0666 0.6203  0.52
H 5.5573 0.2562 0.0255  0.04
H 5.9819 -1.0947 0.9986  0.32
H 7.0170 0.4572 -2.2718  0.39
H 7.0749 -1.0079 -3.2256  0.39
H 4.6088 0.4778 -2.2469  -0.46
H 5.0747 -0.0648 -3.8654  0.66
H 4.7248 -2.2269 -3.6107  0.50
H 3.2865 -1.4126 -2.8752  -0.37
H 3.7224 -0.8185 -0.0665  0.19
H 3.8127 -2.3818 0.4904  0.70
H 2.5559 -1.8826 -0.7283  -0.09
H 3.8358 -4.3571 -1.0247  0.49
H 4.6488 -4.3406 -2.5918  0.45
H 2.9315 -3.6947 -2.4532  0.27
H 6.8162 -4.0399 -0.4137  0.36
C 1.1798 3.1124 3.6781  -0.56
C 0.4731 2.6553 4.9429  0.55
O 1.4571 2.9232 5.9788  -0.61
H 2.0773 2.5776 3.4535  0.41
H 1.4178 4.1639 3.8465  0.66
H 0.5461 3.0488 2.8197  -0.65
H 0.3923 1.5837 5.0459  -0.12
H -0.4728 3.1571 5.2382  -0.07
H 1.9626 3.7158 5.8299  0.32
C -0.3591 -1.0609 0.7102  0.84
C 0.1314 0.1589 1.4870  -0.45
O -0.7566 1.2514 1.2824  2.99
H 0.4175 -1.8065 0.6934  0.02
H -0.6983 -0.7426 -0.3002  -0.04
H -1.2087 -1.5300 1.2107  -0.61
H 1.1538 0.5261 1.3309  0.05
H 0.0980 0.0593 2.5967  0.00
H -0.6982 1.5508 0.3900  -1.67

Computed properties:
- Electronic energy: -3215.59503 hartree
- Gap between HOMO and LUMO: 8.2075 eV
- SMILES: CC1(C)CCCC(C)(C)N1O.CC1(C)CCCC(C)(C)N1O.CC1(C)CCCC(C)(C)N1O.CC1(C)CCCC(C)(C)N1O.CC1(C)CCCC(C)(C)N1O.CC1(C)CCCC(C)(C)N1O.CCO.CCO
- Energy above the lowest of the compared OMol25 structures with the same formula, charge and spin: 75.52 kcal/mol
- Net charge: 0

No. 2
Density functional theory data (ωB97M-V/def2-TZVPD) for a 11-piece molecular cluster, C58H128F12N7O12 overall at a distorted geometry.

Each line ends with the Mulliken charge.
Cartesian coordinates (Å):
C -1.4338 11.4644 -0.1498  -1.21
C -0.5212 10.2752 0.0955  -0.33
C -1.0759 9.0612 -0.6266  -0.56
C -0.3209 7.7876 -0.2978  -1.04
N -0.7476 6.4660 -0.8464  0.86
C 0.1595 5.3804 -0.3681  -1.03
C -0.6037 4.0505 -0.5775  1.48
C -2.1341 4.4317 -0.7028  0.16
C -2.1238 5.9593 -0.3557  -0.95
C -0.7224 6.4204 -2.3714  -1.06
H -2.4440 11.0957 0.1491  0.31
H -1.5157 11.6401 -1.2386  0.33
H -1.1230 12.3526 0.4592  0.36
H -0.4623 10.0886 1.1826  0.33
H 0.4938 10.4868 -0.2753  0.35
H -1.0800 9.2237 -1.7063  0.40
H -2.1252 8.9290 -0.3109  0.39
H -0.2861 7.6826 0.8004  0.25
H 0.7099 7.8764 -0.6807  0.39
H 1.1254 5.4238 -0.8568  0.65
H 0.3472 5.6089 0.6824  0.15
H -0.1912 3.5035 -1.4288  -0.94
H -0.4945 3.2873 0.2169  -0.28
H -2.6047 4.2151 -1.6495  0.39
H -2.6771 3.9086 0.0972  -0.30
H -2.8973 6.5623 -0.8431  0.52
H -2.2145 6.0350 0.7393  0.26
H -1.5807 7.0259 -2.6433  0.41
H -0.8619 5.4195 -2.7670  0.25
H 0.1860 6.9290 -2.6609  0.42
C -4.9446 -0.7310 -1.2709  -1.40
C -3.8507 -0.0687 -0.4500  0.40
C -4.2632 0.8621 0.7073  0.12
C -5.0706 0.2116 1.8524  -1.17
N -5.6639 1.2073 2.8462  0.52
C -6.1534 0.4617 4.0745  -0.70
C -7.2044 1.4003 4.6884  -0.78
C -7.7420 2.2697 3.5121  -0.58
C -6.8778 1.9089 2.3151  -0.62
C -4.6193 2.2008 3.2839  -0.97
H -5.7785 -1.1615 -0.7434  0.29
H -4.5774 -1.4555 -1.9943  0.19
H -5.3584 0.0970 -1.8480  0.50
H -3.1988 0.5485 -1.0395  0.27
H -3.2410 -0.8848 0.0051  -0.21
H -4.7843 1.6519 0.1843  0.39
H -3.3087 1.1914 1.1829  -0.22
H -4.4252 -0.4703 2.4263  0.15
H -5.8776 -0.4184 1.5382  0.61
H -5.2851 0.1495 4.6290  0.53
H -6.5694 -0.4742 3.6943  0.45
H -6.7507 1.9960 5.4727  0.32
H -8.0740 0.9056 5.1050  0.40
H -7.7225 3.3357 3.7189  0.29
H -8.7689 1.9614 3.3731  0.35
H -6.5909 2.7156 1.6532  0.48
H -7.4309 1.1738 1.7166  0.33
H -4.5605 2.9357 2.4979  0.29
H -3.6428 1.7768 3.5419  0.34
H -5.0126 2.6803 4.1687  0.42
C -0.9858 -4.1078 5.6029  -1.07
C 0.3717 -4.5701 5.0193  -0.83
C 0.2292 -4.8657 3.4836  0.47
C 1.4770 -5.5702 2.8885  -1.12
N 1.3897 -5.7041 1.3967  0.64
C 2.6289 -6.4982 0.8931  -0.69
C 2.9644 -5.8669 -0.4308  -0.88
C 2.8111 -4.4111 -0.1868  0.88
C 1.5430 -4.3298 0.7604  0.14
C 0.1301 -6.3461 0.9583  -1.01
H -1.2176 -3.0714 5.2910  0.12
H -0.7980 -3.9844 6.6708  0.45
H -1.8582 -4.7671 5.5114  0.39
H 0.6358 -5.4853 5.5846  0.39
H 1.1699 -3.8817 5.3016  0.40
H 0.0594 -3.8888 2.9712  -0.24
H -0.6630 -5.4665 3.3119  0.36
H 1.6891 -6.5258 3.3609  0.62
H 2.3528 -4.9091 3.0381  0.26
H 2.3034 -7.5495 0.8924  0.40
H 3.3928 -6.4293 1.6735  0.42
H 2.2609 -6.2405 -1.1741  0.10
H 3.9691 -6.1658 -0.7517  0.55
H 2.6084 -3.8725 -1.0949  -0.34
H 3.6631 -3.9466 0.2838  0.03
H 0.7232 -4.1063 0.0569  -0.57
H 1.4938 -3.6259 1.5671  0.20
H 0.4164 -6.5189 -0.0825  0.48
H -0.7067 -5.6260 0.9457  0.31
H -0.1068 -7.2915 1.4639  0.31
C 1.5110 -1.2130 -5.8736  0.11
C 0.2744 -1.3595 -6.7205  0.28
O -0.7367 -0.7919 -6.5703  -0.52
N 0.4386 -2.4308 -7.6833  -0.31
H 1.3173 -2.4349 -8.1815  0.27
H 0.2825 -4.0265 -5.8853  0.27
C -0.7932 -2.8099 -8.3600  -0.73
H 1.6627 -0.1430 -5.7686  -0.02
H 2.4062 -1.7331 -6.2223  0.47
H 1.2477 -1.6127 -4.8924  -0.30
H -1.4961 -3.2815 -7.6519  0.15
H -0.4789 -3.5586 -9.0805  0.39
H -1.3495 -1.9510 -8.8405  0.27
C 4.7846 -0.1088 -3.6586  -0.66
C 5.7002 -1.2047 -3.1470  0.12
C 7.0810 -1.1521 -3.9131  -1.01
O 7.9073 -2.1170 -3.3127  -0.24
C 9.0298 -2.5784 -4.0223  -0.79
N 5.9894 -1.0803 -1.6916  -0.54
H 4.8390 -1.0779 -0.6789  0.21
H 6.6341 -1.8341 -1.4431  0.30
H 6.4346 -0.1636 -1.5215  0.35
H 4.6619 -0.0607 -4.7406  0.62
H 5.1478 0.8767 -3.3323  0.44
H 3.7596 -0.1801 -3.3502  -0.52
H 5.2917 -2.2034 -3.3184  0.21
H 7.5239 -0.1959 -3.6631  0.39
H 6.9521 -1.2740 -4.9939  0.46
H 8.7771 -3.0152 -5.0079  0.31
H 9.4435 -3.4274 -3.4716  0.26
H 9.7866 -1.7773 -4.1728  0.30
C 1.4985 -0.8289 -2.1129  -0.53
C 0.9557 0.0040 -0.9934  0.69
C 0.4242 -0.8303 0.1335  -0.06
O -0.1331 0.1495 1.0356  0.76
C -0.7016 -0.3931 2.2022  -0.85
N 1.9810 0.9715 -0.4927  0.87
H 2.3659 2.1883 -1.4198  0.41
H 1.7666 1.2730 0.4410  -0.25
H 2.9036 0.5903 -0.3538  0.12
H 0.7140 -1.4242 -2.5371  0.26
H 2.2847 -1.5278 -1.8780  0.36
H 1.8852 -0.1951 -2.9145  -0.54
H 0.1757 0.6901 -1.3099  -0.84
H 1.2567 -1.3291 0.6459  -0.83
H -0.2903 -1.6222 -0.1750  0.72
H 0.1191 -0.6701 2.8946  0.23
H -1.3051 -1.3001 2.0750  0.13
H -1.2986 0.3813 2.7107  0.04
C 0.0506 2.9194 5.7806  -1.34
C 1.2191 3.6904 5.2783  0.21
C 1.2763 3.8639 3.7309  -1.01
O 0.9110 2.6946 3.0664  0.18
C 1.9262 1.7157 2.9898  -0.27
N 1.1266 5.1328 5.8860  -0.27
H 0.2004 5.4938 5.6665  0.36
H 1.3760 5.2998 6.8822  0.37
H 1.8105 5.6624 5.3450  0.35
H 0.1154 1.8461 5.6604  0.34
H -0.8545 3.2330 5.1950  0.28
H -0.1461 3.0602 6.8470  0.44
H 2.1376 3.2821 5.6809  0.36
H 2.2825 4.2435 3.5025  0.45
H 0.5128 4.6218 3.4724  0.37
H 2.7934 2.1719 2.4942  0.42
H 1.4969 0.9837 2.3380  -0.91
H 2.2411 1.2993 3.9690  0.48
C 4.9322 -0.5582 1.1920  0.10
O 6.2917 -0.8832 1.0013  -0.31
O 4.1590 -0.8352 0.0877  0.04
C 4.3577 -1.4814 2.2385  0.48
F 4.5495 -2.7407 1.9011  -0.37
F 4.8907 -1.2510 3.4146  -0.33
F 3.1062 -1.4040 2.3732  -0.16
C 7.3840 -0.6161 1.8902  -0.33
C 8.6456 -1.1861 1.1732  -1.11
H 9.5076 -0.7514 1.6663  0.44
H 8.6554 -2.2669 1.2465  0.31
H 8.6588 -0.8871 0.0934  0.20
H 7.2198 -1.0649 2.8629  0.30
H 7.5469 0.4427 1.9719  0.27
H 4.8432 0.4800 1.4897  0.28
C -0.5562 -4.2593 -4.2604  -0.87
O -1.1199 -3.0846 -4.4967  0.30
O 0.1111 -4.7549 -5.4895  -0.60
C 0.2827 -4.2924 -3.1401  1.23
F 0.7634 -5.4984 -2.8264  -0.32
F 1.3817 -3.5419 -3.2705  -0.26
F -0.3420 -3.8010 -2.0524  -0.24
C -2.4578 -2.7421 -4.0159  -0.31
C -3.1130 -1.6546 -4.8519  -0.84
H -4.1443 -1.3884 -4.6085  0.48
H -2.4064 -0.8278 -4.7151  -0.05
H -2.9277 -1.9785 -5.8574  0.31
H -2.3688 -2.3159 -3.0395  0.10
H -2.9639 -3.7030 -4.0491  0.48
H -1.2885 -4.9649 -3.9352  0.43
C 1.9118 3.0349 -3.0726  0.49
O 0.7516 2.1979 -3.0042  0.80
O 2.7587 2.8642 -2.0793  -0.74
C 2.6346 2.9889 -4.3162  0.10
F 2.9139 1.8074 -4.7347  0.01
F 1.9996 3.6842 -5.3889  -0.34
F 3.8007 3.6271 -4.0762  -0.31
C -0.1264 2.3866 -4.1333  -0.55
C -1.5200 1.8281 -3.9860  -0.17
H -1.5175 0.7588 -3.7617  -0.58
H -2.0034 2.3222 -3.1491  -0.38
H -2.1083 1.9824 -4.8880  0.66
H 0.1827 1.8793 -5.0511  0.31
H -0.2201 3.4412 -4.4373  0.40
H 1.5435 4.0516 -3.1360  -0.39
C -4.1184 -4.8289 3.1760  1.17
O -4.9947 -5.0890 4.3136  -0.35
O -4.1727 -5.5705 2.0690  -0.90
C -4.1347 -3.2694 2.9185  0.29
F -5.3168 -2.7923 2.3157  -0.33
F -4.0199 -2.5016 3.9883  -0.29
F -3.1002 -2.7769 2.0810  -0.16
C -6.3670 -5.5390 4.0466  -0.06
C -7.0018 -6.1819 5.2785  -1.24
H -6.4806 -7.0561 5.6892  0.31
H -7.0784 -5.4342 6.0765  0.31
H -8.0267 -6.4787 5.0619  0.38
H -6.3075 -6.2422 3.2127  0.30
H -6.9812 -4.6639 3.7667  0.12
H -2.9869 -4.9854 3.5464  -0.67

Computed properties:
- Electronic energy: -4770.20450 hartree
- Gap between HOMO and LUMO: 3.5105 eV
- Energy above the lowest of the compared OMol25 structures with the same formula, charge and spin: 0.00 kcal/mol
- Net charge: +3